# 1
# C23H27CrN2O6

A structure of composition C23H27CrN2O6 (the ωB97M-V functional and the def2-TZVPD basis, the Open Molecules 2025 dataset).

XYZ file:
```
59
Properties=species:S:1:pos:R:3:forces:R:3:mulliken_charge:R:1
Cr 0.364 0.147 -0.151 -0.31 -0.43 -0.51 0.114
O 1.544 -1.064 0.653 0.29 -0.26 0.53 -0.349
C 1.558 -1.959 1.649 -0.22 0.48 -0.32 0.445
C 1.736 -3.311 1.339 0.02 -0.17 -0.01 -0.248
C 1.743 -4.287 2.324 0.00 0.01 -0.10 -0.746
C 1.548 -3.951 3.660 0.00 0.03 -0.04 -0.680
C 1.368 -2.617 3.982 0.02 0.05 0.05 -0.642
C 1.401 -1.618 3.011 0.02 0.29 0.06 0.405
C 1.223 -0.205 3.403 -0.07 -0.21 -0.25 -0.177
N 1.848 0.724 2.819 0.12 -0.02 0.10 -0.239
C 1.415 2.080 3.024 -0.11 -0.17 -0.12 -0.802
C 0.935 2.567 1.658 -0.26 -0.27 -0.15 -1.079
N -0.107 1.646 1.125 0.80 0.42 0.40 0.983
C -1.321 1.911 1.422 -0.23 0.15 0.18 -0.141
C -2.478 1.099 1.148 -0.01 0.19 -0.05 0.479
C -3.754 1.642 1.415 0.21 0.10 0.04 -0.732
C -4.891 0.902 1.247 -0.09 -0.22 -0.07 -0.790
C -4.759 -0.436 0.825 -0.07 0.07 0.03 -0.420
C -3.530 -0.997 0.579 -0.12 -0.06 -0.05 -0.759
C -2.347 -0.242 0.713 0.46 -0.21 -0.01 0.479
O -1.190 -0.801 0.466 -0.45 0.26 0.07 -0.446
H 1.865 -3.577 0.296 -0.02 0.00 0.05 0.373
H 1.886 -5.326 2.044 -0.01 0.08 0.00 0.397
H 1.537 -4.713 4.430 0.00 0.04 -0.04 0.379
H 1.218 -2.329 5.019 -0.01 0.00 -0.07 0.403
H 0.471 0.016 4.175 -0.05 -0.04 0.04 0.299
H 2.247 2.701 3.356 0.05 0.06 -0.03 0.422
H 0.592 2.168 3.747 -0.02 -0.02 0.13 0.351
H 1.772 2.575 0.965 -0.02 -0.05 -0.11 0.313
H 0.528 3.573 1.744 -0.11 0.15 -0.05 0.501
H -1.510 2.847 1.953 -0.08 0.01 0.07 0.287
H -3.818 2.667 1.768 0.03 -0.06 -0.03 0.380
H -5.867 1.328 1.447 0.07 -0.06 -0.02 0.403
H -5.650 -1.041 0.694 0.03 0.02 0.02 0.398
H -3.429 -2.028 0.263 -0.02 0.03 0.02 0.481
C -0.217 3.390 -2.524 0.01 0.16 0.05 -1.888
C -0.075 1.882 -2.642 -0.15 0.03 0.26 2.119
C -0.558 1.362 -3.977 -0.09 -0.17 -0.07 -1.760
O -0.830 1.251 -1.568 0.45 -0.11 -0.20 -0.199
C 1.403 1.538 -2.380 0.20 -0.22 0.80 -0.023
O 2.192 1.621 -3.303 -0.01 0.05 0.13 -0.677
O 1.692 1.226 -1.141 -0.11 0.13 -0.77 -0.422
H -1.255 3.693 -2.690 0.04 -0.02 0.01 0.481
H 0.410 3.875 -3.273 -0.05 -0.01 0.02 0.415
H 0.100 3.725 -1.533 -0.01 -0.02 -0.07 0.352
H -1.506 1.830 -4.261 0.06 -0.06 0.04 0.442
H -0.702 0.280 -3.922 0.03 0.09 -0.03 0.297
H 0.191 1.581 -4.734 -0.01 0.04 -0.05 0.347
H -1.710 1.623 -1.504 -0.23 0.02 0.15 0.297
C 0.855 -2.541 -3.643 0.01 -0.16 -0.06 -1.596
C 1.260 -1.674 -2.497 0.19 0.18 0.15 1.338
C 2.710 -1.407 -2.280 -0.02 -0.09 -0.12 -1.308
O 0.385 -1.165 -1.806 -0.18 -0.03 -0.08 -0.360
H 1.352 -3.512 -3.564 -0.04 0.09 -0.04 0.458
H 1.198 -2.075 -4.571 0.01 -0.04 0.03 0.373
H -0.223 -2.670 -3.663 0.00 0.01 -0.01 0.304
H 3.320 -2.240 -2.628 0.00 0.02 -0.01 0.454
H 2.901 -1.170 -1.240 0.02 -0.02 0.13 0.190
H 2.958 -0.516 -2.870 0.03 -0.05 0.00 0.322
```
Forces are in eV/Å.

Results
Energy relative to the best compared isomer or geometry (same formula, charge and spin) in kcal per mole: 29.6
⟨S²⟩: 3.77
2S+1: 4
Calculated total energy in a.u.: -2498.17882
HOMO energy (spin up / spin down) in eV: -7.60 / -7.72
Charge: 0
LUMO energy (spin up / spin down) in eV: 0.049 / -0.120

***

# 2
# C23H27GeN3OS5Ti

A structure of composition C23H27GeN3OS5Ti (the ωB97M-V functional and the def2-TZVPD basis, the Open Molecules 2025 dataset).

XYZ file:
```
61
Properties=species:S:1:pos:R:3:forces:R:3:mulliken_charge:R:1
Ti -0.012 0.717 0.188 0.01 -0.63 -0.48 -0.207
C -1.533 1.915 1.557 -0.19 -0.01 0.15 -0.528
C -0.387 1.612 2.317 -0.04 0.02 0.24 -0.397
C 0.705 2.311 1.754 0.01 0.10 0.17 -0.047
C 0.223 3.051 0.658 -0.04 0.08 -0.01 -0.945
C -1.156 2.798 0.522 -0.05 0.03 0.02 -0.366
H -2.530 1.540 1.750 0.11 0.00 -0.07 0.539
H -0.345 0.959 3.177 0.01 0.03 -0.12 0.375
H 1.719 2.291 2.127 -0.06 -0.04 -0.08 0.575
H 0.814 3.674 0.003 -0.02 -0.11 0.00 0.495
H -1.809 3.230 -0.222 0.08 -0.09 0.02 0.610
S -1.561 -3.580 -0.787 -0.03 -0.05 -0.04 -0.273
C -0.876 -2.158 -0.385 0.02 0.14 0.09 0.671
S -1.492 -1.081 0.868 -0.07 0.19 -0.04 -0.666
S 0.532 -1.442 -1.077 -0.12 -0.05 0.05 -0.428
Ge 1.719 -0.668 1.569 0.12 0.09 0.27 1.123
C 3.541 -0.482 0.815 -0.06 -0.09 0.08 -0.231
C 4.003 -1.232 -0.266 -0.01 -0.12 -0.01 0.392
C 5.299 -1.092 -0.740 0.07 -0.06 0.06 -1.027
C 6.160 -0.169 -0.163 0.02 -0.07 0.02 -0.509
C 5.715 0.601 0.901 0.08 0.03 0.00 -0.619
C 4.425 0.431 1.388 -0.09 0.07 0.08 -0.254
C 1.439 -2.539 2.093 -0.03 0.03 -0.04 0.000
C 1.701 -3.641 1.281 0.00 0.07 -0.06 0.298
C 1.491 -4.932 1.738 -0.01 -0.07 0.02 -0.804
C 1.005 -5.150 3.017 0.00 -0.02 0.00 -0.417
C 0.735 -4.067 3.839 -0.02 -0.04 0.03 -0.726
C 0.954 -2.779 3.378 0.00 0.10 0.03 -0.243
H 1.933 -0.012 2.983 0.05 -0.02 -0.02 -0.357
H 3.347 -1.947 -0.746 -0.04 -0.04 0.00 0.251
H 5.642 -1.712 -1.559 0.02 -0.02 -0.03 0.513
H 7.173 -0.061 -0.529 0.04 0.00 -0.02 0.453
H 6.381 1.313 1.373 0.02 0.02 0.01 0.408
H 4.109 1.010 2.249 -0.01 0.02 0.02 0.274
H 2.049 -3.500 0.268 0.03 0.02 -0.04 0.209
H 1.694 -5.771 1.086 0.01 -0.03 -0.03 0.389
H 0.833 -6.158 3.369 -0.01 -0.05 0.02 0.374
H 0.351 -4.226 4.838 -0.01 0.00 0.03 0.385
H 0.745 -1.943 4.036 0.00 0.01 0.01 0.315
C 4.710 1.362 -2.657 0.03 0.06 -0.07 -1.393
N 3.646 1.527 -1.694 -0.29 0.03 -0.16 0.116
C 2.383 1.118 -1.897 0.17 -0.03 -0.46 0.224
N 2.048 0.549 -3.075 0.13 0.21 0.19 -0.238
O 1.508 1.330 -1.031 0.15 0.23 0.34 -0.352
H 5.641 1.683 -2.198 -0.05 0.00 -0.04 0.407
H 4.529 1.973 -3.541 -0.02 -0.01 -0.05 0.341
H 4.835 0.314 -2.944 0.01 0.02 -0.02 0.459
H 3.878 1.733 -0.732 -0.02 -0.03 -0.03 0.296
H 2.749 0.227 -3.717 0.04 -0.02 0.00 0.213
H 1.133 0.122 -3.120 0.04 -0.01 -0.01 0.181
S -1.335 1.035 -2.206 -0.15 0.22 0.00 -0.368
C -2.989 1.112 -1.973 0.04 -0.20 0.00 0.505
N -3.681 0.455 -1.056 0.33 0.00 0.09 0.038
C -5.090 0.774 -0.926 -0.08 -0.03 0.05 -0.665
C -5.517 1.324 -2.285 -0.08 0.04 0.03 -0.570
S -4.024 2.102 -2.972 0.00 -0.03 0.03 -0.097
H -3.172 -0.138 -0.383 -0.10 0.10 -0.17 -0.111
H -5.234 1.516 -0.133 0.00 -0.01 -0.05 0.308
H -5.646 -0.127 -0.667 0.00 0.05 0.01 0.379
H -6.304 2.068 -2.192 0.01 -0.04 -0.01 0.384
H -5.847 0.529 -2.952 0.03 0.00 -0.01 0.339
```
Forces are in eV/Å.

Results
Energy relative to the best compared isomer or geometry (same formula, charge and spin) in kcal per mole: 3.2
2S+1: 1
Calculated total energy in a.u.: -6049.58770
HOMO energy in eV: -6.96
Charge: 0
LUMO energy in eV: 0.042

***

# 3
# C23H27N3O2S

The molecule C23H27N3O2S (the ωB97M-V functional and the def2-TZVPD basis, the Open Molecules 2025 dataset).

XYZ file:
```
56
Properties=species:S:1:pos:R:3:forces:R:3:mulliken_charge:R:1
C -3.809 -4.268 4.460 0.34 0.28 -0.12 -1.423
C -2.674 -3.573 3.724 -0.18 -0.29 -0.15 -0.241
O -2.213 -2.519 4.544 -0.02 0.11 0.17 -0.403
C -1.177 -1.751 4.111 0.16 0.15 -0.01 0.690
C -0.525 -1.895 2.892 -0.32 -0.21 0.16 -0.391
C 0.521 -1.054 2.555 0.21 0.22 0.19 -0.166
C 0.930 -0.045 3.418 -0.39 -0.43 -0.07 -0.481
N 1.994 0.819 3.127 -0.04 0.38 0.19 -0.097
C 2.637 1.005 1.932 0.29 0.09 0.12 0.050
S 4.277 1.246 1.964 0.53 0.09 0.10 -0.367
N 1.923 1.020 0.786 -0.01 -0.07 0.23 0.477
C 2.663 1.061 -0.471 0.32 -0.09 -0.30 -1.602
C 1.813 0.655 -1.638 -0.01 0.01 -0.04 0.267
C 1.597 1.514 -2.706 0.11 -0.18 0.14 -1.212
C 0.812 1.145 -3.778 -0.04 0.00 -0.22 -0.314
C 0.193 -0.112 -3.827 0.02 0.15 0.16 1.261
N -0.632 -0.469 -4.868 -0.20 -0.09 -0.26 0.039
C -0.716 0.376 -6.034 0.06 0.11 0.04 -1.069
C -1.049 -1.844 -5.006 0.02 -0.05 0.14 -1.084
C 0.429 -0.981 -2.751 -0.08 -0.19 -0.04 -0.342
C 1.222 -0.601 -1.689 0.09 0.19 -0.06 -0.889
C 0.529 1.432 0.757 -0.55 0.05 -0.03 -0.530
C 0.343 2.693 -0.025 0.59 0.41 0.43 -0.133
C 1.002 3.887 0.006 -0.23 -0.59 0.11 -0.464
C 0.391 4.700 -0.979 -0.38 -0.18 -0.30 -0.644
C -0.593 3.941 -1.529 0.27 0.72 -0.12 -0.520
O -0.631 2.726 -0.958 -0.23 -0.38 0.10 -0.379
C 0.284 0.088 4.649 0.03 -0.04 -0.20 -0.426
C -0.752 -0.751 4.988 -0.11 -0.23 -0.09 -0.653
H -4.193 -5.088 3.860 -0.06 -0.09 -0.05 0.416
H -3.450 -4.657 5.409 0.00 -0.07 0.08 0.330
H -4.610 -3.562 4.657 -0.11 0.03 0.01 0.323
H -1.859 -4.284 3.527 -0.05 0.12 -0.03 0.353
H -3.033 -3.175 2.764 0.11 -0.03 0.08 0.346
H -0.811 -2.667 2.195 -0.06 -0.08 -0.04 0.402
H 1.037 -1.200 1.619 0.03 0.00 -0.11 0.497
H 2.575 1.060 3.920 0.02 -0.08 -0.28 0.325
H 3.509 0.375 -0.359 -0.12 0.20 -0.02 0.794
H 3.075 2.064 -0.635 0.01 -0.16 0.03 0.429
H 2.055 2.493 -2.703 0.00 0.12 0.04 0.315
H 0.686 1.851 -4.582 -0.04 0.05 -0.11 0.373
H 0.250 0.482 -6.543 0.00 0.06 -0.03 0.347
H -1.430 -0.048 -6.737 0.01 0.01 0.04 0.323
H -1.074 1.369 -5.755 0.03 0.04 -0.09 0.314
H -1.649 -1.951 -5.907 0.01 0.02 0.03 0.325
H -1.667 -2.141 -4.156 0.01 -0.10 -0.02 0.312
H -0.196 -2.529 -5.077 -0.02 -0.05 0.02 0.358
H -0.006 -1.967 -2.738 -0.06 -0.10 -0.04 0.365
H 1.390 -1.301 -0.882 0.01 -0.09 0.11 0.476
H 0.190 1.583 1.785 0.03 -0.07 -0.21 0.680
H -0.092 0.654 0.298 0.00 0.08 0.14 0.228
H 1.820 4.151 0.646 0.21 -0.03 0.18 0.598
H 0.652 5.706 -1.235 -0.01 0.21 -0.11 0.466
H -1.310 4.142 -2.300 -0.14 -0.07 -0.09 0.509
H 0.608 0.853 5.338 0.01 0.11 0.07 0.415
H -1.254 -0.655 5.937 -0.06 0.02 0.12 0.426
```
Forces are in eV/Å.

Results
Energy relative to the best compared isomer or geometry (same formula, charge and spin) in kcal per mole: 52.8
2S+1: 1
SMILES: CCOc1ccc(NC(=S)N(Cc2ccc(N(C)C)cc2)Cc2ccco2)cc1
Calculated total energy in a.u.: -1605.54325
HOMO energy in eV: -7.57
Charge: 0
LUMO energy in eV: 0.608

***

# 4
# C23H27N3O2S

The molecule C23H27N3O2S (the ωB97M-V functional and the def2-TZVPD basis, the Open Molecules 2025 dataset).

XYZ file:
```
56
Properties=species:S:1:pos:R:3:forces:R:3:mulliken_charge:R:1
C 3.637 -1.650 -3.640 -0.43 -0.15 0.04 -1.440
C 2.266 -2.263 -3.880 0.30 -0.02 -0.31 -0.424
O 1.496 -2.045 -2.717 -0.26 -0.08 0.26 -0.337
C 0.219 -2.533 -2.658 0.01 0.07 -0.01 0.333
C -0.398 -3.212 -3.695 0.22 0.08 -0.09 -0.517
C -1.684 -3.713 -3.551 -0.12 -0.03 0.07 -0.774
C -2.363 -3.530 -2.365 -0.09 -0.11 -0.15 -0.879
C -1.762 -2.837 -1.327 0.13 0.13 0.02 -0.259
C -0.474 -2.326 -1.443 -0.01 -0.06 -0.13 0.402
N 0.179 -1.684 -0.387 0.15 -0.18 0.11 0.493
C -0.326 -1.872 0.954 0.18 -0.16 0.21 -0.467
C 0.802 -1.555 1.947 -0.39 -0.19 0.07 -1.430
N 1.255 -0.200 1.756 0.21 -0.16 -0.30 0.230
C 1.113 0.855 2.591 0.05 -0.24 0.21 0.814
O 1.478 1.970 2.266 0.02 0.28 0.08 -0.649
C 0.544 0.566 3.978 0.13 0.41 0.06 -0.919
C 0.236 1.862 4.729 -0.06 -0.08 -0.03 -0.885
C -1.181 2.384 4.444 0.29 -0.01 0.30 -0.973
C -1.372 2.659 3.001 -0.56 -0.56 -0.35 0.852
N -1.106 3.753 2.415 0.33 0.75 0.73 -0.652
C -1.322 3.702 1.070 -0.31 -0.65 -0.74 -0.327
C -1.092 4.731 0.163 0.00 -0.02 0.04 -0.567
C -1.360 4.514 -1.173 0.04 0.13 0.00 -0.529
C -1.861 3.293 -1.619 -0.06 -0.15 -0.09 -0.561
C -2.101 2.257 -0.737 -0.05 0.00 -0.12 -0.642
C -1.825 2.467 0.603 0.11 0.16 0.27 1.085
S -1.998 1.374 1.939 0.02 0.57 0.10 -0.260
C 1.734 0.014 0.405 -0.06 0.34 -0.32 -1.244
C 0.630 -0.320 -0.595 0.26 0.29 -0.01 0.506
H 3.541 -0.584 -3.450 0.03 0.11 -0.01 0.314
H 4.268 -1.801 -4.511 0.08 0.00 -0.08 0.425
H 4.104 -2.114 -2.776 0.09 -0.04 0.07 0.320
H 2.362 -3.341 -4.075 -0.09 0.12 0.00 0.401
H 1.787 -1.791 -4.749 0.00 -0.11 0.10 0.418
H 0.123 -3.375 -4.626 0.09 0.01 -0.05 0.385
H -2.141 -4.247 -4.370 -0.04 -0.04 -0.07 0.388
H -3.364 -3.915 -2.242 -0.08 -0.03 0.01 0.384
H -2.315 -2.684 -0.413 -0.01 0.03 0.12 0.427
H -0.629 -2.913 1.080 -0.03 0.04 0.00 0.662
H -1.184 -1.215 1.173 0.04 -0.14 -0.01 0.121
H 0.463 -1.723 2.966 0.03 0.02 -0.02 0.494
H 1.644 -2.228 1.743 -0.10 -0.02 0.06 0.278
H -0.362 -0.037 3.899 0.06 -0.15 0.04 0.378
H 1.296 -0.010 4.523 -0.06 -0.11 -0.02 0.602
H 0.958 2.620 4.421 -0.02 -0.04 0.10 0.409
H 0.330 1.701 5.804 0.02 0.00 -0.01 0.411
H -1.917 1.649 4.778 -0.02 0.05 0.06 0.312
H -1.330 3.316 4.994 -0.10 -0.05 -0.04 0.403
H -0.703 5.670 0.520 0.05 0.12 0.03 0.460
H -1.180 5.303 -1.887 0.02 0.07 -0.05 0.387
H -2.065 3.151 -2.669 -0.02 0.00 -0.09 0.418
H -2.494 1.312 -1.081 -0.03 -0.07 -0.07 0.501
H 2.032 1.059 0.313 0.00 -0.16 -0.01 0.450
H 2.598 -0.635 0.227 -0.01 0.01 -0.04 0.317
H 1.014 -0.218 -1.608 -0.05 0.05 0.08 0.540
H -0.201 0.389 -0.458 0.08 -0.04 -0.02 -0.586
```
Forces are in eV/Å.

Results
Energy relative to the best compared isomer or geometry (same formula, charge and spin) in kcal per mole: 15.3
2S+1: 1
SMILES: CCOc1ccccc1N1CCN(C(=O)CCCc2nc3ccccc3s2)CC1
Calculated total energy in a.u.: -1605.60308
HOMO energy in eV: -7.77
Charge: 0
LUMO energy in eV: 0.578

***

Q: Which value of 2S+1 does entry 2 give?
A: 1

***

Q: Among the records above, which one has the lowest energy relative to the best compared isomer or geometry (same formula, charge and spin)?
A: C23H27GeN3OS5Ti